A gas-phase ion, C6H9INO (charge +1). Source: the OMol25 dataset; level of theory: the ωB97M-V functional and the def2-TZVPD basis.

Its expectation value of S² is 2.0130. The energy above the lowest of the compared OMol25 structures with the same formula, charge and spin is 0.063 eV. The frontier orbital gap (alpha / beta) comes out at 6.31 / 5.15 eV. As for the multiplicity: 3. Its LUMO energy (alpha / beta) is -4.91 / -8.64 eV. Its charge is +1.

Each line ends with the Mulliken spin population.
CARTESIAN COORDINATES (ANGSTROEM)
C  0.08819  -1.11668  -0.00794  0.496
C  -0.22779  -2.36261  0.67102  0.005
C  0.44498  0.33799  -0.01561  0.033
C  0.09011  1.65531  1.97063  0.007
C  -0.16254  -0.73745  -2.52268  -0.025
C  -0.33520  1.57649  0.48742  -0.008
N  0.11126  -0.51589  -1.15166  0.403
O  0.50726  -3.14821  1.18002  0.043
I  2.73215  0.51672  -0.06469  0.923
H  -1.35502  -2.66108  0.87970  0.051
H  -0.17793  0.62330  2.51925  0.002
H  -0.54617  2.34953  2.40491  -0.001
H  1.08710  1.80559  2.12371  0.003
H  -0.55269  -1.68125  -2.54015  0.006
H  0.75173  -0.33568  -2.99084  0.019
H  -1.12593  -0.06922  -2.89977  0.045
H  -0.02039  2.34391  -0.16619  -0.004
H  -1.30914  1.41923  0.12287  0.003

---

A molecular structure, C38H53BaBrNP3. Source: the OMol25 dataset; level of theory: the ωB97M-V functional and the def2-TZVPD basis.

The energy above the lowest of the compared OMol25 structures with the same formula, charge and spin is 0.000 eV. The frontier orbital gap comes out at 5.65 eV. As for the multiplicity: 1. Its LUMO energy is -6.85 eV. Its charge is +2.

Each line ends with the Mulliken charge.
CARTESIAN COORDINATES (ANGSTROEM)
N  -3.11978  -5.33676  -2.52707  -0.542
C  -2.32670  -5.71293  -1.52381  -0.484
C  -2.21929  -4.98047  -0.32849  -0.326
C  -2.94405  -3.76270  -0.19987  0.192
C  -3.86219  -3.45604  -1.23328  -0.178
C  -3.88502  -4.25185  -2.39416  -0.422
C  -2.75404  -2.88581  0.96038  0.023
Ba  -0.56821  -1.64385  2.00148  1.814
P  -0.89803  1.18647  4.08296  -0.296
C  -2.95922  -1.50355  0.93987  -1.632
C  -2.72295  -0.61663  -0.17798  1.393
C  -3.23017  0.71089  -0.11314  -1.751
C  -2.73524  1.71201  -0.91469  -0.603
C  -1.64488  1.44660  -1.78903  0.162
C  -1.47413  0.06933  -2.14587  -1.442
C  -1.92086  -0.93890  -1.30524  0.159
Br  0.61865  1.29548  -0.36896  -0.134
H  -2.77229  -3.41626  1.93667  0.852
H  -3.33643  -1.02136  1.85825  0.521
H  -1.54931  -5.32824  0.46221  0.441
H  -4.53722  -2.60090  -1.18149  0.449
H  -1.75278  -6.64196  -1.66288  0.389
H  -4.54531  -4.01006  -3.23142  0.379
H  -4.01213  0.93192  0.61345  0.530
H  -1.66749  -1.97847  -1.53059  0.517
H  -3.08780  2.73285  -0.75555  0.484
H  -0.87232  -0.16797  -3.03115  0.162
P  -1.00829  2.80402  -2.85294  1.754
C  -1.18578  -0.53906  4.59850  -0.285
C  -1.68938  -0.59334  6.06362  -1.573
H  -0.22221  -1.11191  4.53370  0.004
H  -1.99573  -0.97572  3.96617  0.475
H  -1.81009  -1.64279  6.35843  0.469
H  -1.00498  -0.10295  6.76916  0.382
H  -2.66284  -0.09382  6.14251  0.359
C  -2.23695  1.78912  2.98475  0.880
C  -2.36648  3.32053  3.08919  -1.478
H  -3.18515  1.29116  3.24745  0.443
H  -1.99188  1.51210  1.94776  -0.749
H  -3.18987  3.68672  2.46559  0.427
H  -2.57192  3.63143  4.12124  0.398
H  -1.44979  3.81982  2.74575  0.207
C  0.54799  1.84919  3.17553  2.164
C  1.11381  3.12873  3.83509  -1.448
H  0.24136  2.02874  2.12357  -0.360
H  1.32580  1.07649  3.10233  -1.292
H  1.93361  3.53025  3.22819  0.386
H  0.35318  3.91948  3.92818  0.359
H  1.51863  2.92558  4.83758  0.384
C  0.74479  3.25006  -2.64571  -0.763
C  1.32713  4.23258  -3.65586  -1.406
H  1.29900  2.29930  -2.66414  0.308
H  0.83540  3.63995  -1.61907  0.526
H  1.25165  3.87631  -4.68731  0.341
H  0.85938  5.22081  -3.60496  0.339
H  2.39246  4.37093  -3.44769  0.405
C  -1.87256  4.27981  -2.30911  -0.929
C  -3.35102  4.36023  -2.66986  -1.232
H  -1.32129  5.13880  -2.71539  0.519
H  -1.72979  4.30539  -1.22030  0.472
H  -3.51592  4.29710  -3.75058  0.386
H  -3.94826  3.57158  -2.20354  0.341
H  -3.75166  5.31828  -2.31824  0.397
C  -1.24642  2.49420  -4.61634  -0.729
C  -0.36401  1.40219  -5.22042  -1.301
H  -1.05461  3.46764  -5.09357  0.504
H  -2.31444  2.26538  -4.73803  0.521
H  -0.81738  0.40952  -5.11273  0.387
H  -0.25505  1.59882  -6.29393  0.367
H  0.64796  1.35075  -4.79284  0.335
C  2.77246  -0.98863  2.57578  -1.307
P  2.39477  -1.33772  0.78935  0.231
C  3.88856  -0.69335  -0.05594  0.499
C  5.11150  -0.69118  0.62847  -0.371
C  6.17854  0.07261  0.16258  -0.793
C  6.10450  0.66272  -1.10615  -0.492
C  4.94214  0.52239  -1.87648  -0.574
C  3.82378  -0.11634  -1.33901  -0.180
C  2.70236  -3.15444  0.62206  0.986
C  2.02459  -3.87162  -0.38860  -0.553
C  2.35418  -5.20481  -0.63983  -0.630
C  3.33073  -5.83930  0.14445  -0.497
C  3.97724  -5.14115  1.16917  -0.744
C  3.65308  -3.80421  1.41784  -0.593
H  2.59846  0.08147  2.76891  0.143
H  3.82158  -1.18089  2.82216  0.355
H  2.18109  -1.61686  3.26821  0.582
H  5.23046  -1.26499  1.54410  0.146
H  7.06094  0.20539  0.79074  0.413
H  6.95559  1.22760  -1.49092  0.379
H  4.89753  0.92451  -2.89322  0.411
H  2.88576  -0.13535  -1.89042  0.366
H  1.25942  -3.36839  -0.98840  0.395
H  1.86603  -5.74446  -1.45474  0.456
H  3.58960  -6.88088  -0.05317  0.410
H  4.75019  -5.62716  1.77308  0.406
H  4.14573  -3.26920  2.22763  0.205

---

Maximum force / eV/Å: 5.6 3.2